[1]
{
  "formula": "C28H24N7OPTm",
  "method": "ωB97M-V with the def2-TZVPD basis set",
  "charge": 1,
  "gap_ev": [3.047, 5.032],
  "multiplicity": 3,
  "lumo_energy_ev": [-3.74, -3.78],
  "symbols": ["Tm", "O", "C", "C", "C", "C", "C", "C", "C", "P", "C", "C", "C", "C", "C", "C", "C", "C", "C", "C", "C", "C", "H", "H", "H", "H", "H", "H", "H", "H", "H", "H", "H", "H", "H", "H", "N", "C", "N", "C", "N", "N", "C", "C", "N", "C", "C", "N", "H", "H", "H", "H", "H", "C", "C", "C", "N", "H", "H", "H", "H", "H"],
  "positions_angstrom": [[-1.06220, 2.05038, 0.85107], [0.28008, 0.61278, 0.16354], [1.34322, -0.15894, 0.04916], [2.78542, 0.22802, -0.08061], [3.58792, 1.34520, -0.13634], [4.87349, 1.22524, -0.72821], [5.30271, 0.00960, -1.18517], [4.50007, -1.15944, -1.14004], [3.23964, -1.00758, -0.57325], [1.71784, -1.87337, -0.41940], [1.67918, -2.81916, 1.12507], [2.80989, -2.70496, 2.02221], [2.83850, -3.47700, 3.16321], [1.81075, -4.42166, 3.36446], [0.69297, -4.46624, 2.52255], [0.55730, -3.54424, 1.44633], [0.90001, -2.86093, -1.60437], [0.17893, -2.28621, -2.66529], [-0.15434, -3.11266, -3.71448], [0.24507, -4.45909, -3.76432], [0.94273, -4.98956, -2.72883], [1.19215, -4.25528, -1.57965], [3.30299, 2.29036, 0.31669], [5.45700, 2.12128, -0.86498], [6.28845, -0.13764, -1.58636], [4.87771, -2.15448, -1.33611], [3.49632, -1.95998, 1.72631], [3.69959, -3.42847, 3.76371], [1.83675, -5.17053, 4.19089], [-0.15508, -5.13801, 2.60904], [-0.38199, -3.51551, 0.88114], [-0.25886, -1.25822, -2.57650], [-0.59833, -2.68908, -4.59121], [-0.00973, -5.09702, -4.61326], [1.20640, -6.05091, -2.71178], [1.68576, -4.65410, -0.64046], [-0.62173, 2.66346, 3.08172], [0.42300, 3.27198, 3.05795], [1.49701, 3.93081, 2.56836], [1.34290, 3.82308, 1.23686], [0.99583, 3.63570, 0.10798], [-4.14668, 6.81440, 0.52600], [-3.10513, 6.07621, -0.01259], [-2.66976, 4.82256, 0.49945], [-1.78722, 4.05926, -0.08051], [-1.20324, 4.56107, -1.23766], [-1.62922, 5.79060, -1.71848], [-2.49032, 6.62085, -1.09744], [-4.83478, 6.39722, 1.16557], [-4.40349, 7.72384, 0.13829], [-3.00719, 4.61785, 1.47516], [-0.54750, 3.94965, -1.79729], [-1.33839, 6.09227, -2.71394], [-5.34771, -1.29221, 0.05740], [-4.79833, -0.53383, 1.23693], [-3.64590, 0.23940, 0.90180], [-2.84235, 0.98003, 0.55271], [-6.43474, -1.46265, 0.20440], [-4.77740, -2.21150, -0.07847], [-5.20664, -0.66128, -0.83575], [-4.56965, -1.07143, 2.15746], [-5.55969, 0.13006, 1.64934]],
  "atomic_forces_ev_per_a": [[2.2302, 2.4758, 1.1365], [4.9298, -4.7970, -0.8597], [-2.2533, 5.3072, -0.1830], [-2.0207, 0.0515, -0.0411], [0.8541, 0.8248, 0.2171], [-1.7010, 1.2625, 0.7081], [-0.4177, -2.9340, -0.6297], [0.9884, 0.9462, 0.5042], [0.3463, -1.3321, 0.0060], [0.3137, -1.3069, 0.8151], [1.3286, 1.0036, 0.4987], [-2.7534, -0.7491, -1.1689], [-0.9452, -0.5544, -1.1382], [-0.5432, -0.7698, 0.2638], [-0.2639, 1.3364, -0.6123], [0.3137, -1.4372, 1.0463], [-0.6953, -0.0090, 0.5758], [-0.7630, 0.1636, 0.0223], [0.4406, -0.0220, -0.4753], [-0.5288, 0.5994, -1.1498], [0.3015, -1.4700, 1.8277], [1.0033, 0.8063, 0.7680], [-0.1419, -0.1410, -0.2959], [0.1975, -0.0199, 0.1630], [0.3657, 0.2941, -0.1067], [0.1988, 0.1827, -0.3756], [1.2029, 0.3940, 0.1152], [0.7287, -0.0144, 1.0277], [0.2315, 0.8639, -0.6768], [0.3582, -0.1816, 0.6430], [0.6165, -0.0968, -0.0460], [0.8596, -0.8885, -0.3275], [-0.6496, 0.1362, -0.2094], [0.1019, 0.4081, 0.1520], [-0.0575, 0.3329, -0.1696], [-0.5834, 0.1874, -1.5926], [3.1931, 1.8157, 1.1539], [-1.8552, -0.8759, -2.2549], [-1.1444, -0.8698, 0.2213], [-1.4614, -0.5527, -1.4939], [1.6481, 0.4193, 3.0135], [-0.0013, -0.6822, 0.5298], [0.1509, 1.5842, -1.3078], [-0.6196, 1.6056, -0.1907], [1.1227, 1.5007, -2.0576], [-2.5323, 0.3121, 1.0277], [-0.1529, -0.0460, 0.1984], [-0.6797, -1.6697, 0.7555], [0.8840, 0.3027, -0.5822], [0.4576, -0.7346, -0.0033], [-0.5659, -0.9460, 1.0692], [0.5691, -0.4662, -0.2134], [0.5057, 0.3013, 0.0971], [-0.3506, -0.1137, -0.5535], [-0.6155, 0.0995, 1.5393], [-0.2637, 0.6951, -0.1692], [-2.3034, -1.6616, -0.4546], [0.8299, -0.1982, -0.1850], [-0.3720, -0.0799, -0.1514], [-0.2633, -0.3969, 0.2124], [0.1684, -0.7736, -0.2761], [0.0582, 0.5779, -0.3566]]
}

---

[2]
{
  "formula": "C30H52N2O2SSn",
  "method": "ωB97M-V with the def2-TZVPD basis set",
  "charge": 2,
  "gap_ev": 2.418,
  "multiplicity": 1,
  "lumo_energy_ev": -10.15,
  "symbols": ["C", "O", "C", "C", "C", "C", "C", "C", "C", "C", "C", "C", "C", "C", "C", "C", "C", "C", "C", "C", "C", "C", "C", "C", "C", "C", "C", "C", "O", "C", "C", "N", "S", "N", "C", "H", "H", "H", "H", "H", "H", "H", "H", "H", "H", "H", "H", "H", "H", "H", "H", "H", "H", "H", "H", "H", "H", "H", "H", "H", "H", "H", "H", "H", "H", "H", "H", "H", "H", "H", "H", "H", "H", "H", "H", "H", "H", "H", "H", "H", "H", "H", "H", "H", "H", "H", "H", "Sn"],
  "positions_angstrom": [[-2.70761, 1.30833, 3.11570], [-3.32325, 1.73302, 1.90263], [-2.35093, 1.99357, 0.92829], [-2.94259, 2.75088, -0.26675], [-4.16085, 2.04822, -0.90428], [-3.82549, 0.63544, -1.47981], [-3.18686, 0.69790, -2.89866], [-1.97842, -0.24445, -3.08821], [-2.44960, -1.73032, -2.95024], [-1.55054, -2.75330, -3.70681], [-1.17546, -4.01482, -2.84323], [-2.46821, -4.61693, -2.20815], [-2.27643, -5.99384, -1.50620], [-1.77173, -5.99961, -0.00720], [-0.97466, -4.78847, 0.47569], [-1.45055, -3.54740, 0.76058], [-0.60556, -2.46933, 1.25590], [0.73639, -2.60176, 1.50815], [1.60675, -1.48280, 2.06856], [2.55815, -0.92774, 0.95490], [1.68984, -0.56354, -0.27381], [2.44529, 0.34742, -1.31130], [2.29606, 1.87178, -1.02997], [3.52238, 2.35983, -0.17989], [3.79640, 3.89644, -0.19879], [2.67237, 4.78352, 0.43308], [2.39759, 4.47514, 1.93171], [3.25144, 5.33804, 2.89828], [4.32565, 4.53961, 3.34453], [4.66279, 4.80586, 4.71109], [1.28609, -3.88964, 1.20366], [2.56835, -4.16889, 1.37268], [2.70308, -5.73458, 0.90382], [1.16082, -6.07153, 0.50143], [0.44470, -4.97512, 0.69852], [-2.34967, 2.16358, 3.71260], [-3.47151, 0.80062, 3.71621], [-1.89207, 0.59022, 2.92274], [-1.90180, 1.03123, 0.62817], [-1.53670, 2.60274, 1.38350], [-2.12050, 2.90826, -1.02547], [-3.27708, 3.75598, 0.04300], [-4.89511, 1.91793, -0.09494], [-4.62664, 2.66027, -1.69448], [-4.79001, 0.11064, -1.54151], [-3.20406, 0.11953, -0.73639], [-3.96663, 0.44505, -3.63175], [-2.89555, 1.77263, -3.08206], [-1.24203, -0.05985, -2.30233], [-1.52060, -0.14174, -4.08616], [-2.41548, -1.95211, -1.87255], [-3.49581, -1.81602, -3.28349], [-0.59141, -2.26478, -3.95727], [-2.01546, -3.04460, -4.65756], [-0.40308, -3.78779, -2.09999], [-0.84404, -4.76671, -3.57872], [-3.12516, -4.81351, -3.07792], [-3.00181, -3.88840, -1.59302], [-1.67521, -6.63147, -2.16669], [-3.28174, -6.44913, -1.48564], [-1.07472, -6.84875, 0.08049], [-2.57272, -6.18314, 0.71861], [-2.50701, -3.32849, 0.62060], [-1.09513, -1.51244, 1.43236], [2.20996, -1.85724, 2.90890], [0.96642, -0.66681, 2.44370], [3.11396, -0.07593, 1.37236], [3.26357, -1.73028, 0.70242], [0.77617, -0.07985, 0.10699], [1.46165, -1.48595, -0.82458], [1.93005, 0.16458, -2.27008], [3.48203, 0.01859, -1.42939], [1.31405, 2.11523, -0.47614], [2.27293, 2.37625, -2.04381], [4.42299, 1.87010, -0.56822], [3.34190, 2.03865, 0.85268], [3.99671, 4.26320, -1.22128], [4.70377, 4.06328, 0.40357], [1.71310, 4.67992, -0.17536], [3.02606, 5.82422, 0.38130], [1.32848, 4.69167, 2.11253], [2.55125, 3.42408, 2.20953], [2.61531, 5.55180, 3.77681], [3.58268, 6.29092, 2.45034], [4.06664, 4.20966, 5.42066], [5.71196, 4.50571, 4.83960], [4.57853, 5.88646, 4.88834], [0.43317, 3.52108, -1.26709]],
  "atomic_forces_ev_per_a": [[-0.4202, -0.2901, 0.4770], [0.4708, 0.2466, -0.1308], [0.0199, 0.0767, -0.0114], [-0.6527, 0.1108, 0.1230], [0.3826, -0.7783, -0.2005], [-0.5515, 0.7519, -0.0823], [0.4425, 0.7070, 0.3960], [-1.2268, -0.7499, -0.5288], [0.6732, 0.2413, 0.1090], [0.6174, 0.1190, 1.0017], [-1.6499, 0.0916, -0.8094], [0.5772, -0.6024, -0.6601], [-0.9222, 0.7368, 0.4604], [0.7983, 0.0409, -0.4470], [0.4569, -0.6609, -0.1942], [0.2923, 0.5190, 0.1209], [0.0042, -0.4234, -0.1437], [-0.8312, 0.2068, 0.1550], [0.2057, -0.2388, -0.5394], [-0.8684, -0.4653, 0.4597], [1.6203, 0.2999, 0.0523], [-2.5291, -0.3970, -0.2334], [2.4939, -0.5570, -0.0334], [-0.5391, 1.5546, -0.1686], [-0.8126, -0.1882, 0.1488], [2.1374, -1.1317, 1.1066], [-0.8324, 0.5329, -0.5051], [-0.5669, -0.8361, 0.6037], [-0.0499, 0.1282, -0.1846], [0.7718, 0.0173, -0.0553], [-0.8472, 0.5442, 0.0916], [-0.1198, -1.4054, -0.5583], [-0.4943, 0.1350, 0.0307], [0.8018, 0.0386, 0.0873], [0.5876, 1.1797, 0.4198], [0.0888, -0.1640, -0.3544], [0.1582, 0.1183, -0.2446], [-0.1674, 0.2415, 0.0409], [0.0922, 0.1450, -0.1581], [0.0538, 0.0507, -0.0907], [-0.2135, -0.1692, 0.0658], [0.3618, -0.2510, 0.0085], [0.1822, 0.2011, -0.2225], [0.2390, -0.0694, 0.3831], [0.4414, -0.1113, 0.1121], [-0.0716, -0.1743, -0.3408], [0.3459, 0.1920, 0.0672], [-0.1483, -0.8456, -0.0566], [0.3580, 0.1330, 0.0112], [-0.0952, 0.3033, 0.3640], [-0.2188, -0.0888, -0.2990], [0.3172, 0.0287, 0.1552], [-0.3323, -0.0502, -0.1055], [0.0753, -0.0411, 0.2935], [-0.0604, -0.0545, -0.1710], [0.4330, 0.1662, 0.5627], [0.0879, 0.1044, 0.3866], [0.1381, -0.2102, 0.1420], [0.1179, 0.1544, 0.3984], [0.4327, -0.0143, -0.0107], [-0.4166, 0.2017, 0.0940], [-0.0797, 0.1268, -0.4062], [0.1424, -0.0637, 0.0711], [0.0566, -0.0858, 0.1271], [-0.2033, 0.0983, -0.2487], [0.1186, -0.2587, -0.1026], [-0.0842, -0.1433, -0.2370], [-0.0234, 0.3490, -0.0358], [-0.0461, -0.1412, -0.4700], [-0.3461, 0.3057, 0.3562], [0.3638, 0.0130, 0.1777], [-0.0667, 0.5354, 0.1788], [0.7976, -1.6719, 0.8287], [0.0046, 0.1611, 0.2856], [-0.3999, -0.1156, 0.0930], [0.2473, -0.1262, -0.2664], [0.0912, -0.2864, 0.2945], [-0.2640, 0.0923, -0.1774], [0.0288, 0.5132, 0.0574], [-0.7736, -0.1004, -0.5344], [0.3684, 0.0212, 0.1381], [0.0419, 0.2391, -0.2048], [0.1125, 0.2326, -0.4339], [-0.0390, -0.2531, 0.0798], [-0.1186, 0.3372, -0.3447], [-0.3322, 0.1665, -0.0431], [0.0234, -0.3228, 0.2856], [-1.2587, 1.0273, -0.8571]]
}